# 1
{"formula": "C11H44N8O11", "method": "ωB97M-V/def2-TZVPD", "symbols": ["N", "C", "N", "O", "H", "H", "H", "H", "N", "C", "N", "O", "H", "H", "H", "H", "N", "C", "N", "O", "H", "H", "H", "H", "N", "C", "N", "O", "H", "H", "H", "H", "C", "O", "H", "H", "H", "H", "C", "O", "H", "H", "H", "H", "C", "O", "H", "H", "H", "H", "C", "O", "H", "H", "H", "H", "C", "O", "H", "H", "H", "H", "C", "O", "H", "H", "H", "H", "C", "O", "H", "H", "H", "H"], "xyz": [[0.6287, -3.3384, 1.0603], [-0.3814, -3.5488, 1.9119], [-0.3141, -3.2063, 3.2000], [-1.4652, -4.0985, 1.5845], [1.5075, -2.8864, 1.4263], [0.6216, -3.6460, 0.0999], [-1.0748, -3.5892, 3.7526], [0.5200, -2.8180, 3.5761], [-0.1250, 1.0232, 0.6013], [1.1635, 1.4148, 0.7898], [1.4369, 2.7291, 0.4207], [1.9993, 0.7066, 1.2913], [-0.4821, 1.2343, -0.3311], [-0.2352, 0.0283, 0.8508], [2.3332, 3.0901, 0.6395], [0.6914, 3.3020, 0.1118], [-3.3078, 3.6320, -1.4576], [-2.2628, 4.3240, -0.8440], [-2.6928, 5.0351, 0.2430], [-1.0980, 4.3417, -1.2804], [-4.0878, 3.2581, -0.9232], [-3.1086, 3.1499, -2.3371], [-3.5511, 4.6990, 0.6564], [-1.9268, 5.2999, 0.8541], [-2.8908, -0.0096, 1.7448], [-3.1704, 1.0435, 0.8620], [-2.9668, 0.6271, -0.4160], [-3.5345, 2.2096, 1.1766], [-3.2495, -0.9690, 1.5814], [-2.9958, 0.1713, 2.7369], [-2.9511, 1.2320, -1.2068], [-2.8094, -0.3812, -0.5740], [3.7302, -1.6099, 3.4301], [2.2810, -1.6303, 3.1215], [4.3642, -2.0099, 2.5859], [4.0206, -0.5982, 3.8494], [3.8288, -2.1803, 4.3400], [2.0324, -0.8812, 2.5736], [0.3754, 1.9395, -3.5795], [-0.1420, 1.8108, -2.2583], [0.5587, 3.0205, -3.8162], [1.3220, 1.3249, -3.6448], [-0.3629, 1.5374, -4.2824], [-0.4505, 2.6741, -1.9863], [6.1941, 2.7272, 2.5281], [5.4697, 2.8234, 1.3543], [5.8483, 1.9331, 3.1481], [7.2324, 2.5502, 2.3200], [6.0448, 3.6366, 3.0761], [5.1375, 1.9424, 1.1700], [-2.9749, -0.4288, -3.6320], [-3.5551, 0.7215, -3.0679], [-3.3884, -1.3646, -3.1958], [-3.1368, -0.5270, -4.7335], [-1.8792, -0.3007, -3.4099], [-4.4485, 0.5765, -2.6956], [-4.3699, -2.9247, -0.0846], [-3.8374, -2.6687, 1.2531], [-4.7622, -3.9288, -0.0929], [-5.2129, -2.2111, -0.1982], [-3.6232, -2.8525, -0.8754], [-3.0344, -3.2883, 1.3945], [4.2445, -2.0103, -0.5165], [3.1570, -1.1406, -0.8674], [4.2557, -2.8394, -1.1847], [5.2497, -1.5663, -0.6982], [4.2135, -2.4852, 0.4878], [2.8270, -0.6068, -0.0892], [0.0871, -2.2186, -2.3592], [1.3565, -2.7694, -2.1947], [-0.6252, -2.7890, -1.7355], [0.0294, -1.1063, -2.0549], [-0.2379, -2.2648, -3.4296], [1.9606, -2.0766, -1.7513]], "lumo_energy_ev": 0.5, "orbital_gap_ev": 10.01, "e_tot_ev": -46565.8498, "relative_energy_ev": 0.000}

# 2
{"formula": "C11H44O11", "method": "ωB97M-V/def2-TZVPD", "symbols": ["C", "O", "H", "H", "H", "H", "C", "O", "H", "H", "H", "H", "C", "O", "H", "H", "H", "H", "C", "O", "H", "H", "H", "H", "C", "O", "H", "H", "H", "H", "C", "O", "H", "H", "H", "H", "C", "O", "H", "H", "H", "H", "C", "O", "H", "H", "H", "H", "C", "O", "H", "H", "H", "H", "C", "O", "H", "H", "H", "H", "C", "O", "H", "H", "H", "H"], "xyz": [[-4.9059, -1.6760, 2.0595], [-5.9402, -2.4701, 2.6339], [-3.9230, -2.1411, 1.9850], [-5.2501, -1.1096, 1.1941], [-4.5727, -0.8272, 2.6567], [-6.0278, -3.3638, 2.2944], [0.3535, 1.6841, -3.3223], [1.4286, 1.6877, -2.3835], [0.7323, 1.5155, -4.3304], [-0.3820, 0.8879, -3.2080], [-0.1911, 2.6283, -3.3099], [2.0908, 2.2363, -2.8102], [2.5189, -3.4385, 1.7939], [3.2907, -3.3373, 2.9569], [1.7386, -4.1964, 1.7238], [2.0736, -2.4907, 1.4915], [3.1834, -3.7565, 0.9906], [4.2144, -3.2711, 2.7040], [-0.1406, -0.5463, 4.1168], [0.0467, 0.5096, 3.1950], [-0.7693, -1.4136, 3.9152], [0.8348, -1.0107, 4.2619], [-0.4269, -0.0204, 5.0276], [0.2647, 0.1926, 2.3155], [-0.6169, 3.3295, 4.8223], [0.6581, 2.7555, 4.5404], [-1.2832, 2.8049, 5.5070], [-0.5695, 4.3331, 5.2449], [-1.1424, 3.4606, 3.8764], [0.5772, 1.8580, 4.2094], [-1.7755, 0.9119, -0.0625], [-0.3595, 0.7896, 0.1369], [-2.0388, 1.9608, 0.0731], [-2.1401, 0.6503, -1.0558], [-2.3698, 0.2923, 0.6091], [0.0817, 1.1583, -0.6319], [4.0063, 1.2025, -0.6614], [4.8155, 1.8774, -1.6257], [3.1677, 1.8342, -0.3683], [3.5987, 0.2819, -1.0791], [4.6523, 0.8985, 0.1623], [5.2109, 2.6834, -1.2855], [-1.8035, -2.0611, -1.6559], [-1.4608, -1.9851, -0.3170], [-2.7653, -1.5718, -1.8094], [-0.9825, -1.6706, -2.2572], [-1.9500, -3.1235, -1.8505], [-1.1996, -1.0678, -0.2075], [4.0392, -1.2972, -3.6458], [3.5612, -2.5608, -3.1371], [3.1774, -0.6318, -3.5943], [4.8180, -0.8684, -3.0153], [4.3874, -1.4077, -4.6728], [4.2754, -3.0380, -2.7084], [1.0032, 4.3987, 0.7535], [2.0868, 5.4172, 0.8598], [1.2715, 3.5338, 1.3602], [0.0319, 4.8048, 1.0359], [1.0716, 4.0622, -0.2810], [1.8394, 6.1979, 0.3590], [-4.4564, -2.9835, -4.0834], [-4.2533, -1.6741, -4.3537], [-5.0548, -3.1595, -3.1896], [-4.9153, -3.5658, -4.8825], [-3.5248, -3.4854, -3.8222], [-3.9106, -1.6179, -5.2487]], "lumo_energy_ev": 0.4, "orbital_gap_ev": 9.89, "e_tot_ev": -34636.5293, "relative_energy_ev": 3.871}

# 3
{"formula": "C11H58BFNNbO19PS", "method": "ωB97M-V/def2-TZVPD", "symbols": ["C", "C", "N", "Nb", "C", "C", "C", "C", "O", "C", "C", "O", "C", "B", "O", "O", "P", "S", "C", "C", "F", "H", "H", "H", "H", "H", "H", "H", "H", "H", "H", "H", "H", "H", "H", "H", "H", "H", "H", "H", "H", "H", "H", "H", "H", "H", "H", "H", "H", "O", "H", "H", "O", "H", "H", "O", "H", "H", "O", "H", "H", "O", "H", "H", "O", "H", "H", "O", "H", "H", "O", "H", "H", "O", "H", "H", "O", "H", "H", "O", "H", "H", "O", "H", "H", "O", "H", "H", "O", "H", "H", "O", "H", "H"], "xyz": [[0.2071, 1.5977, 4.5051], [-0.7208, 1.1966, 3.2223], [0.1610, 0.4660, 2.2581], [-0.6406, 0.4287, 0.2440], [-0.6070, -1.8465, 0.3955], [-1.8094, -2.4609, 1.3106], [-1.3360, 0.4494, -1.9141], [-1.8331, -0.9416, -2.5223], [-0.6903, -1.6571, -3.0810], [-1.2014, -2.8445, -3.6524], [-0.7568, -4.2500, -3.0612], [-1.9655, -2.8591, -4.6501], [-2.7566, 0.6159, 1.0975], [-3.9455, 0.3505, 0.0505], [-4.3745, 1.4675, -0.7928], [-4.6246, -0.8977, -0.1896], [-0.5611, 3.0341, 0.0990], [0.7221, 3.8325, 1.3452], [1.5391, 0.3005, -0.4846], [2.6249, 0.5310, 0.6926], [1.8755, 1.2609, -1.5235], [0.0390, 0.7974, 5.3136], [1.2897, 1.6788, 4.1778], [-0.1529, 2.5914, 4.9462], [-1.4763, 0.4480, 3.6273], [-1.1693, 2.1587, 2.8257], [0.1272, -0.5211, 2.5859], [-0.4777, -2.3978, -0.5911], [0.3483, -2.0867, 1.0048], [-1.4665, -3.5312, 1.5739], [-2.7911, -2.5270, 0.7461], [-1.8916, -1.9260, 2.3216], [-0.4225, 0.7664, -2.5480], [-2.1388, 1.2411, -2.1625], [-2.5094, -0.6819, -3.4198], [-2.4321, -1.5368, -1.7514], [-1.3873, -4.5178, -2.1396], [-0.7733, -5.0842, -3.8311], [0.3129, -4.1196, -2.6617], [-2.8598, 1.7188, 1.4302], [-2.9577, -0.0059, 2.0272], [-3.6686, 2.1501, -0.7273], [-4.7365, -1.0690, -1.1483], [-1.8960, 3.5729, 0.2471], [-0.1037, 3.3802, -1.2310], [1.7050, -0.7708, -0.8585], [2.5960, 1.5943, 1.1119], [2.5942, -0.2708, 1.4944], [3.6495, 0.4428, 0.1740], [-3.7125, 1.5468, -4.5182], [-4.0762, 1.0675, -5.2736], [-4.4405, 1.5732, -3.8843], [-4.4710, 1.9612, -7.4203], [-3.8019, 2.0163, -8.1126], [-4.8564, 2.8447, -7.3961], [3.3377, 5.9525, 2.4721], [2.5374, 5.5012, 2.1672], [3.3192, 6.7985, 2.0071], [5.6637, 1.1731, 1.1788], [6.0267, 1.7993, 1.8170], [6.3794, 1.0436, 0.5453], [5.4561, 6.1126, 0.0277], [5.0690, 5.5344, -0.6397], [4.9532, 5.9118, 0.8311], [1.4520, 5.9016, -1.9111], [1.4673, 5.1028, -1.3642], [0.8616, 5.6748, -2.6391], [1.5742, -5.8591, -1.5212], [1.5662, -6.6577, -0.9799], [2.5030, -5.7505, -1.7643], [7.8461, 7.2450, 1.2689], [7.0437, 6.7941, 0.9652], [7.8281, 8.0886, 0.8039], [4.5056, -5.1568, -1.8134], [4.8460, -4.5162, -1.1760], [5.2341, -5.2785, -2.4351], [2.8430, 8.5449, -1.4817], [2.5404, 7.6992, -1.8430], [2.0369, 9.0676, -1.4080], [-2.0610, 0.0430, 6.6209], [-2.0503, 0.6134, 7.3986], [-1.9554, -0.8455, 6.9810], [-1.7817, -5.6722, 2.1865], [-2.1654, -6.2436, 1.5115], [-2.2847, -5.8831, 2.9826], [4.0465, -8.0888, -1.8011], [3.4232, -7.7479, -2.4539], [4.5543, -7.3104, -1.5330], [-6.6274, -1.7124, 1.8846], [-5.9537, -1.6543, 1.1912], [-7.0151, -0.8306, 1.9058], [-2.8342, -8.1724, 3.4289], [-3.4990, -8.7536, 3.8170], [-2.0078, -8.6593, 3.5326]], "lumo_energy_ev": 1.6, "orbital_gap_ev": 6.36, "e_tot_ev": -77807.1128, "total_charge": -1}

# 4
{"formula": "C11H5CoN2O5", "method": "ωB97M-V/def2-TZVPD", "symbols": ["O", "C", "Co", "O", "C", "C", "O", "C", "O", "C", "O", "H", "N", "C", "C", "C", "C", "N", "C", "C", "H", "H", "H", "H"], "xyz": [[2.3594, -1.3460, 1.8293], [1.7016, -0.8341, 1.0485], [0.5018, 0.3993, -0.2561], [-1.1288, 1.3948, 1.9255], [-0.4717, 1.0097, 1.0553], [-1.0287, 0.3384, -1.2073], [-2.1112, 0.6217, -1.5985], [0.1050, -0.6176, -1.7535], [-0.0418, -1.3874, -2.6694], [1.5995, 1.7453, -0.5098], [2.3155, 2.6361, -0.6875], [1.3380, -0.2943, -1.1227], [-4.3860, -5.7658, 2.1204], [-3.7022, -4.8844, 1.7660], [-2.8601, -3.8002, 1.3119], [-2.0569, -3.0860, 2.2133], [-1.2545, -2.0473, 1.7128], [-1.2325, -1.7448, 0.4263], [-1.9831, -2.4168, -0.4450], [-2.8290, -3.4569, -0.0368], [-2.0392, -3.3142, 3.2754], [-0.6229, -1.4771, 2.3999], [-1.9229, -2.1650, -1.5000], [-3.4300, -3.9636, -0.7910]], "lumo_energy_ev": [-9.2, -13.4], "orbital_gap_ev": [6.22, 5.36], "e_tot_ev": -62304.8704, "spin_multiplicity": 5, "relative_energy_ev": 0.814, "total_charge": 2}